Density functional theory data (ωB97M-V/def2-TZVPD) for a cluster of 2 separate species, C8H19ClP2 in total at a distorted geometry.

```
30
Properties=species:S:1:pos:R:3:mulliken_spin:R:1
C -0.992 1.219 2.093 0.025
C -3.257 2.034 1.771 -0.009
C -2.953 -0.358 1.686 0.110
C 4.213 -0.687 -2.216 0.005
C 2.983 -1.656 -0.219 0.023
C 1.760 -1.510 -2.361 0.063
C -2.302 1.021 1.424 0.030
C 2.940 -1.400 -1.735 -0.022
P -1.912 1.280 -0.488 0.360
P -0.757 -0.320 -1.316 1.115
Cl -0.538 0.681 -3.041 0.316
H -0.284 0.514 1.905 -0.020
H -0.578 2.223 1.721 0.000
H -0.931 1.410 3.238 0.003
H -3.674 1.737 2.704 0.004
H -4.105 2.159 1.221 -0.019
H -2.768 3.087 1.877 0.002
H -4.026 -0.398 1.332 0.006
H -2.311 -1.096 1.281 -0.084
H -3.082 -0.609 2.709 0.005
H 5.045 -1.071 -1.628 0.000
H 4.662 -0.950 -3.204 0.001
H 4.135 0.394 -2.153 0.000
H 2.022 -2.152 -0.072 -0.007
H 2.951 -0.709 0.268 0.001
H 3.825 -2.341 0.232 0.002
H 0.852 -2.082 -2.052 -0.010
H 0.423 0.026 -0.763 0.072
H 1.686 -1.162 -3.390 0.003
H -3.028 0.717 -0.824 0.026
```

Properties
- Kohn-Sham gap (alpha / beta): 0.1986 / 0.2337 Ha
- E: -39697.6987 eV
- Spin multiplicity: 3
- <S²>: 2.01
- Total charge: 0
- Highest occupied orbital energy (alpha / beta): -4.7 / -9.3 eV

Density functional theory data (ωB97M-V/def2-TZVPD) for a structure of composition C17H27O5ReS5Si4 at a distorted geometry.

```
59
Properties=species:S:1:pos:R:3:mulliken_spin:R:1
Re 1.268 -1.589 -0.130 1.136
O -1.335 -5.019 4.326 -0.005
C -0.778 -4.390 3.450 0.000
C -1.082 -4.475 1.970 0.016
O -1.803 -5.291 1.420 -0.001
C -0.299 -3.400 1.368 -0.018
C 0.525 -2.773 2.335 -0.020
O 1.278 -1.803 1.963 -0.042
C 0.312 -3.361 3.657 0.012
O 0.871 -3.099 4.708 -0.003
O -0.281 -2.959 0.163 -0.045
S 6.501 -1.525 -5.245 -0.008
C 5.326 -1.473 -4.110 -0.002
S 5.582 -0.935 -2.471 0.009
C 3.941 -1.182 -1.909 0.018
C 3.061 -1.662 -2.825 0.002
S 1.396 -1.986 -2.480 -0.026
S 3.679 -1.952 -4.435 0.008
S 3.525 -0.819 -0.265 -0.061
C -1.627 -0.140 3.250 0.003
Si -0.593 1.079 2.195 0.013
C 1.051 1.458 3.094 0.004
C -1.641 2.688 2.268 0.003
Si -0.128 0.353 -0.072 -0.022
Si 0.946 2.172 -1.264 -0.002
C 1.267 1.776 -3.112 0.000
C -0.127 3.759 -1.258 0.001
C 2.615 2.622 -0.443 0.003
Si -2.279 -0.167 -1.069 0.022
C -3.250 -1.531 -0.144 0.003
C -2.046 -0.724 -2.884 0.002
C -3.433 1.366 -1.113 0.005
H -1.685 0.187 4.286 0.000
H -1.201 -1.138 3.250 0.001
H -2.649 -0.217 2.888 0.000
H 0.908 1.614 4.160 0.000
H 1.523 2.350 2.692 -0.001
H 1.745 0.633 2.968 -0.001
H -1.786 2.978 3.304 0.000
H -2.623 2.553 1.828 0.000
H -1.170 3.522 1.761 0.000
H 0.337 1.636 -3.653 0.000
H 1.842 0.861 -3.213 0.001
H 1.813 2.570 -3.615 0.000
H -1.088 3.602 -1.732 0.000
H 0.378 4.554 -1.797 0.000
H -0.317 4.119 -0.254 0.000
H 3.188 1.719 -0.260 -0.001
H 2.464 3.109 0.515 0.000
H 3.226 3.280 -1.055 -0.001
H -2.655 -2.435 -0.064 -0.001
H -4.170 -1.789 -0.662 0.001
H -3.517 -1.225 0.863 -0.001
H -1.344 -1.552 -2.933 0.000
H -1.646 0.076 -3.499 0.000
H -2.979 -1.051 -3.335 0.000
H -3.666 1.735 -0.121 0.000
H -4.372 1.104 -1.591 0.000
H -3.001 2.187 -1.672 0.000
```

Properties
- Kohn-Sham gap (alpha / beta): 0.2146 / 0.2347 Ha
- E: -116126.7641 eV
- Spin multiplicity: 2
- <S²>: 0.78
- Total charge: -1
- Highest occupied orbital energy (alpha / beta): -5.5 / -5.4 eV

Density functional theory data (ωB97M-V/def2-TZVPD) for a structure of composition C29H37AuN8O at a distorted geometry.

```
76
Properties=species:S:1:pos:R:3:mulliken_charge:R:1
Au -0.576 -0.921 0.514 1.013
O -1.604 -1.664 2.273 -0.696
C -1.104 -2.476 3.122 0.641
C -1.509 -2.350 4.483 -0.202
C -0.993 -3.147 5.465 -0.582
C -0.027 -4.111 5.158 -0.766
C 0.375 -4.288 3.849 -0.854
C -0.152 -3.513 2.813 -0.143
C 0.199 -3.795 1.448 0.841
N 0.004 -3.017 0.384 0.064
C 0.466 -3.685 -0.705 -0.340
C 0.959 -4.894 -0.306 -0.874
N 0.792 -4.944 1.042 -0.078
H -2.249 -1.597 4.701 0.534
H -1.314 -3.024 6.487 0.435
H 0.394 -4.728 5.936 0.435
H 1.133 -5.028 3.638 0.406
H 0.410 -3.257 -1.684 0.420
H 1.430 -5.682 -0.857 0.456
H 1.015 -5.735 1.629 0.210
C 3.904 0.073 -1.628 -1.010
N 2.605 -0.426 -1.198 0.311
C 2.623 -0.875 0.172 -0.652
C 1.490 -0.130 -1.895 -0.470
N 0.281 -0.138 -1.354 0.326
C -0.875 -0.042 -2.126 0.766
C -1.006 -0.778 -3.303 -0.982
C -2.111 -0.640 -4.134 -0.898
C -3.109 0.248 -3.806 -0.785
C -3.056 0.961 -2.590 1.371
C -4.089 1.862 -2.259 -0.828
C -4.078 2.542 -1.063 -0.932
C -3.043 2.336 -0.162 -0.520
C -1.979 1.476 -0.453 -0.318
N -1.003 1.243 0.494 0.537
C -0.442 2.209 1.215 0.511
N 0.238 1.911 2.340 0.333
C -0.083 0.790 3.188 -1.461
C 1.410 2.640 2.775 -1.158
N -0.429 3.500 0.803 0.173
C -0.540 3.898 -0.581 -0.795
C -0.491 4.611 1.734 -1.271
C -1.956 0.784 -1.701 -0.520
N 1.693 0.271 -3.194 0.373
C 2.382 -0.575 -4.147 -1.423
C 0.984 1.374 -3.802 -0.637
H 4.666 -0.360 -0.987 0.420
H 3.949 1.160 -1.537 0.335
H 4.142 -0.199 -2.649 0.308
H 3.341 -1.687 0.281 0.385
H 1.649 -1.236 0.481 -0.193
H 2.917 -0.057 0.835 0.425
H -0.222 -1.469 -3.568 0.541
H -2.169 -1.217 -5.043 0.452
H -3.952 0.396 -4.464 0.491
H -4.901 2.004 -2.953 0.489
H -4.876 3.225 -0.810 0.449
H -3.063 2.833 0.795 0.596
H -1.019 0.335 2.881 0.397
H -0.187 1.140 4.218 0.496
H 0.715 0.042 3.166 0.381
H 1.724 3.368 2.037 0.391
H 2.227 1.930 2.928 0.370
H 1.236 3.149 3.724 0.356
H -0.292 3.065 -1.234 -0.023
H 0.166 4.710 -0.769 0.526
H -1.546 4.251 -0.826 0.319
H -0.640 4.260 2.750 0.394
H -1.340 5.242 1.466 0.410
H 0.410 5.225 1.688 0.401
H 2.717 -1.498 -3.678 0.425
H 3.232 -0.058 -4.600 0.381
H 1.694 -0.837 -4.957 0.411
H 0.533 2.001 -3.036 -0.012
H 0.208 1.040 -4.499 0.275
H 1.710 1.973 -4.358 0.445
```

Properties
- Kohn-Sham gap (alpha / beta): 0.1723 / 0.1733 Ha
- E: -48319.1333 eV
- Total charge: +2
- Highest occupied orbital energy (alpha / beta): -12.8 / -12.8 eV

Density functional theory data (ωB97M-V/def2-TZVPD) for a structure of composition C33H44AuN4SbSi3 at a distorted geometry.

```
86
Properties=species:S:1:pos:R:3:mulliken_spin:R:1
Au 0.121 0.098 -0.351 0.056
C -3.378 2.952 3.573 0.091
C -3.458 2.233 2.388 -0.062
C -2.320 1.662 1.839 0.092
C -1.088 1.806 2.481 -0.052
C -1.004 2.512 3.682 0.155
C -2.151 3.081 4.213 -0.039
N 0.061 1.238 1.891 0.652
N 1.199 1.075 2.396 0.851
C 2.219 0.446 1.694 0.012
C 3.465 0.226 2.299 0.059
C 4.430 -0.518 1.642 -0.043
C 4.189 -1.039 0.372 0.095
C 2.983 -0.775 -0.265 -0.087
C 1.998 -0.042 0.383 0.184
H -4.265 3.405 3.999 0.005
H -4.413 2.117 1.890 -0.002
H -2.375 1.090 0.916 0.009
H -0.047 2.596 4.179 0.011
H -2.084 3.632 5.144 0.001
H 3.639 0.630 3.293 -0.005
H 5.379 -0.705 2.126 0.000
H 4.937 -1.643 -0.128 0.004
H 2.808 -1.177 -1.255 0.008
C -0.597 -3.398 2.412 0.000
C -0.081 -2.224 1.848 0.006
N -0.607 -1.683 0.765 0.013
C -1.676 -2.269 0.167 0.007
C -2.224 -3.457 0.638 0.003
C -1.656 -4.015 1.802 -0.002
C -3.319 -4.065 -0.071 0.000
C -3.817 -3.495 -1.185 0.000
C -3.290 -2.248 -1.671 -0.001
C -3.793 -1.605 -2.816 0.003
C -3.267 -0.401 -3.208 -0.002
C -2.228 0.157 -2.459 0.003
N -1.730 -0.427 -1.381 -0.024
C -2.245 -1.628 -0.988 -0.002
H -0.146 -3.802 3.311 0.000
H 0.781 -1.723 2.277 -0.008
H -2.067 -4.934 2.207 0.000
H -3.729 -4.996 0.305 0.000
H -4.634 -3.959 -1.728 0.000
H -4.590 -2.074 -3.387 0.000
H -3.641 0.122 -4.079 0.000
H -1.788 1.098 -2.737 0.002
C -2.495 3.584 -2.137 0.000
Si -0.895 4.214 -1.470 0.000
C -0.990 4.750 0.285 0.008
C -0.219 5.547 -2.552 -0.001
Sb 0.970 2.333 -1.565 -0.014
Si 1.482 1.592 -4.032 0.006
C 3.001 0.559 -3.923 0.002
C 0.066 0.647 -4.738 0.001
C 1.706 3.197 -4.915 0.002
Si 3.092 3.500 -0.473 -0.002
C 3.165 5.064 -1.454 0.003
C 2.697 3.846 1.284 0.006
C 4.512 2.401 -0.818 -0.006
H -3.203 4.424 -2.163 0.000
H -2.932 2.805 -1.508 0.000
H -2.390 3.215 -3.163 0.000
H -1.704 5.581 0.363 0.001
H -0.018 5.110 0.636 -0.001
H -1.326 3.946 0.949 -0.005
H -0.941 6.375 -2.537 0.000
H -0.092 5.235 -3.590 0.000
H 0.736 5.933 -2.188 0.000
H 2.852 -0.286 -3.250 0.000
H 3.862 1.134 -3.572 0.000
H 3.242 0.161 -4.918 0.000
H -0.142 -0.274 -4.184 0.000
H 0.336 0.365 -5.765 0.000
H -0.846 1.251 -4.790 0.000
H 2.448 3.845 -4.437 0.000
H 0.758 3.735 -4.980 0.000
H 2.046 3.000 -5.941 0.000
H 2.337 5.730 -1.200 0.000
H 3.157 4.881 -2.534 0.000
H 4.098 5.591 -1.213 0.000
H 1.792 4.455 1.360 -0.002
H 3.527 4.417 1.723 -0.001
H 2.556 2.940 1.877 0.006
H 4.670 2.322 -1.896 0.000
H 4.366 1.404 -0.406 0.003
H 5.422 2.826 -0.374 0.000
```

Properties
- Kohn-Sham gap (alpha / beta): 0.2025 / 0.2367 Ha
- E: -74746.3537 eV
- Spin multiplicity: 3
- <S²>: 2.03
- Total charge: +2
- Highest occupied orbital energy (alpha / beta): -11.7 / -13.3 eV

Density functional theory data (ωB97M-V/def2-TZVPD) for a cluster of 2 separate species, C3H6N6O2 in total at a distorted geometry.

```
17
Properties=species:S:1:pos:R:3:mulliken_charge:R:1
C 0.265 -0.024 0.662 0.156
C 0.046 -2.519 0.239 -0.842
C 0.996 2.248 0.032 -0.765
N 1.551 -0.986 -0.857 -0.465
N 1.841 0.198 -0.929 -0.407
N -1.836 0.609 -1.138 -0.431
N 0.651 -1.246 0.051 0.564
N 1.065 0.853 -0.001 0.518
N -2.706 0.787 -0.471 1.000
O -0.571 0.170 1.534 -0.640
O -3.674 0.835 0.139 -0.560
H 0.163 -3.215 -0.715 0.282
H 0.452 -3.139 0.966 0.330
H -0.905 -2.319 0.490 0.367
H 0.941 2.640 1.001 0.315
H 1.770 2.590 -0.651 0.327
H -0.050 2.519 -0.349 0.251
```

Properties
- Kohn-Sham gap: 0.3789 Ha
- E: -16240.3412 eV
- SMILES: Cn1nnn(C)c1=O.N#[N+][O-]
- Total charge: 0
- Highest occupied orbital energy: -9.4 eV

Density functional theory data (ωB97M-V/def2-TZVPD) for the molecule C3F4O at a distorted geometry.

```
8
Properties=species:S:1:pos:R:3:mulliken_charge:R:1
C 0.433 0.778 0.318 0.176
C 0.394 -0.516 -0.622 0.263
C -0.893 -0.030 0.129 0.675
O 0.827 0.807 -1.066 -0.272
F 1.252 0.737 1.400 -0.218
F 1.163 -1.599 -0.668 -0.200
F -1.415 -0.669 1.194 -0.230
F -1.760 0.491 -0.686 -0.193
```

Properties
- Kohn-Sham gap: 0.3713 Ha
- E: -16023.0958 eV
- SMILES: FC1(F)[C@]2(F)O[C@]12F
- Total charge: 0
- Highest occupied orbital energy: -9.6 eV